A 2-piece molecular cluster, C2H5OS overall, computed with the ωB97M-V functional and the def2-TZVPD basis.

```
9
Properties=species:S:1:pos:R:3:forces:R:3
S -2.2999 -0.5520 1.0651 -0.248 0.093 0.130
H -1.7620 -1.7762 1.0737 0.076 -0.167 0.016
O 2.2035 -0.3177 0.4015 -2.880 0.773 -0.525
C 1.0049 0.0588 0.3923 3.129 -0.088 -0.747
C 0.2142 0.5480 -0.8442 0.770 0.324 -0.056
H 0.5040 0.1159 1.3565 -0.575 -0.054 -0.013
H 0.8563 1.0054 -1.6795 -0.414 -0.330 1.569
H -0.1731 -0.3704 -1.3559 -0.538 0.955 0.820
H -0.5479 1.2882 -0.4094 0.680 -1.506 -1.195
```
Forces are in eV/Å.

Calculated values
net charge = -1
orbital gap = 6.8 eV

***

C60H61IrN2O4P2S as an isolated structure, computed with the ωB97M-V functional and the def2-TZVPD basis.

```
131
Properties=species:S:1:pos:R:3:forces:R:3
Ir -0.0462 -0.0298 0.6887 0.086 -0.428 -0.303
C 0.7697 1.1037 7.0112 -0.032 -0.037 -0.036
C 1.2839 2.2173 6.0815 0.044 0.121 -0.032
C 1.8680 3.3550 6.9201 -0.017 -0.049 0.068
C 2.3404 1.6285 5.1485 0.018 -0.054 0.024
C 3.7027 1.5944 5.4094 0.022 0.065 -0.034
C 4.5897 0.9855 4.5269 -0.063 0.006 -0.043
C 4.1295 0.4009 3.3604 0.053 -0.012 0.038
C 2.7670 0.4165 3.0597 -0.051 -0.001 0.117
P 2.1051 -0.4291 1.5875 -0.221 0.374 -0.121
C 3.3637 -0.0990 0.3272 0.033 0.082 0.038
C 3.6555 -1.0495 -0.6469 0.030 -0.015 -0.042
C 4.5553 -0.7609 -1.6586 -0.017 -0.050 0.040
C 5.1664 0.4821 -1.7096 0.014 0.033 -0.013
C 4.8764 1.4366 -0.7463 0.012 0.013 -0.025
C 3.9777 1.1494 0.2685 -0.083 0.004 0.015
C 2.4123 -2.1775 2.0358 -0.072 -0.067 -0.038
C 1.4013 -2.9921 2.5350 -0.082 0.054 -0.009
C 1.6741 -4.2831 2.9643 0.002 -0.003 0.001
C 2.9643 -4.7816 2.8918 -0.016 -0.005 0.017
C 3.9834 -3.9784 2.3992 -0.005 0.020 0.003
C 3.7136 -2.6867 1.9797 -0.018 0.032 0.009
C 1.9186 1.0131 3.9780 0.005 -0.029 -0.106
O 0.5873 0.9675 3.6697 -0.102 -0.154 0.151
C -0.1374 2.0697 4.0193 -0.031 -0.016 -0.141
C -1.1002 2.4826 3.1108 0.098 -0.009 0.071
C -1.9183 3.5502 3.4903 -0.023 0.069 -0.021
C -1.7367 4.1753 4.7087 0.045 -0.074 -0.034
C -0.7060 3.7759 5.5548 0.055 0.040 -0.018
C 0.1287 2.7211 5.2190 -0.067 -0.025 0.050
P -1.1191 1.8726 1.3855 -0.414 0.293 0.031
C -0.5028 3.3584 0.5332 0.112 -0.072 -0.009
C -1.3204 4.4740 0.3527 -0.013 0.011 0.083
C -0.8234 5.6236 -0.2418 0.012 -0.009 0.011
C 0.5075 5.6796 -0.6324 0.010 0.014 -0.014
C 1.3405 4.5941 -0.4037 0.025 0.015 -0.002
C 0.8411 3.4389 0.1792 -0.073 -0.026 -0.025
C -2.8095 1.4992 1.0590 0.359 -0.026 0.060
C -3.4527 1.2455 -0.2985 0.095 0.057 -0.115
C -4.8281 0.6462 -0.2449 -0.169 -0.041 0.103
C -5.4919 0.3972 0.8849 0.191 0.013 -0.122
C -4.8674 0.6790 2.1558 0.437 0.158 0.102
C -3.5934 1.1522 2.2142 -0.382 -0.235 0.022
H 1.5872 0.7079 7.6144 0.010 -0.001 0.009
H 0.3408 0.2809 6.4358 0.011 -0.011 -0.008
H 0.0008 1.4943 7.6788 -0.008 0.007 0.006
H 2.6889 2.9965 7.5387 0.007 -0.012 0.004
H 1.1233 3.7524 7.6077 -0.017 -0.003 0.005
H 2.2331 4.1687 6.2938 0.010 0.009 -0.018
H 4.0930 2.0467 6.3102 0.005 0.007 0.008
H 5.6467 0.9750 4.7517 0.017 -0.008 0.007
H 4.8336 -0.0576 2.6796 0.007 0.011 -0.008
H 3.1968 -2.0305 -0.6076 -0.017 0.032 -0.030
H 4.7834 -1.5090 -2.4057 -0.009 0.002 -0.013
H 5.8716 0.7061 -2.4980 0.010 0.005 -0.013
H 5.3592 2.4041 -0.7797 0.003 0.013 0.005
H 3.7663 1.8969 1.0243 0.007 0.009 -0.007
H 0.3932 -2.6126 2.5945 0.097 -0.089 -0.034
H 0.8790 -4.9027 3.3590 -0.010 -0.010 -0.007
H 3.1776 -5.7886 3.2229 0.009 -0.017 0.004
H 4.9951 -4.3568 2.3459 0.016 -0.001 -0.007
H 4.5227 -2.0793 1.6001 0.014 -0.009 -0.004
H -2.6982 3.8993 2.8266 -0.011 -0.036 0.010
H -2.3812 4.9941 4.9956 -0.015 0.012 0.007
H -0.5595 4.3053 6.4855 0.007 0.018 0.006
H -2.3389 4.4702 0.7250 0.011 -0.002 -0.021
H -1.4652 6.4848 -0.3731 -0.013 0.003 -0.005
H 0.9003 6.5781 -1.0887 0.001 0.008 -0.007
H 2.3855 4.6452 -0.6800 0.006 -0.004 -0.003
H 1.4915 2.5917 0.3411 0.025 -0.028 -0.028
H -2.8346 0.5265 -0.8451 -0.034 -0.035 0.022
H -5.2624 0.3809 -1.2039 -0.013 0.024 -0.031
H -6.4758 -0.0520 0.8594 -0.024 0.004 -0.016
H -5.4264 0.5173 3.0668 0.020 0.011 0.037
H -3.1652 1.3311 3.1906 -0.045 -0.031 0.015
O 1.7839 0.5863 -3.0184 -0.047 -0.072 0.062
C 0.9384 0.8600 -2.1862 0.100 0.055 -0.164
O 1.0404 0.6321 -0.9276 -0.142 -0.118 0.184
C -0.2926 1.5971 -2.6941 0.100 0.020 0.037
C -0.3224 2.0537 -4.0297 0.012 0.020 -0.013
C -1.4345 2.7104 -4.4713 -0.047 -0.048 0.109
C -2.5181 2.8816 -3.5684 0.040 -0.005 -0.007
C -3.7548 3.4327 -3.9291 -0.088 0.036 -0.038
C -4.8528 3.4984 -3.0559 0.174 -0.022 -0.011
C -4.7237 3.0155 -1.7852 -0.010 -0.013 0.012
C -3.4570 2.5027 -1.2654 0.100 -0.040 -0.148
C -2.3695 2.3907 -2.2580 -0.084 -0.016 0.057
N -1.2763 1.7719 -1.8380 -0.094 0.008 0.036
H 0.5384 1.8634 -4.6532 -0.003 -0.004 -0.013
H -1.5115 3.0772 -5.4867 0.006 0.022 -0.014
H -3.8749 3.8038 -4.9420 0.003 -0.004 -0.013
H -5.7868 3.9174 -3.4000 -0.017 0.015 -0.003
H -5.5642 3.0582 -1.1019 -0.007 -0.025 0.018
H -3.1366 3.3515 -0.6254 -0.001 0.008 0.005
C -4.1067 -3.2046 -0.3869 -0.037 0.030 0.035
C -3.2977 -4.1046 -1.3119 -0.012 -0.014 0.025
C -2.2586 -3.3345 -2.1150 -0.035 0.055 -0.020
S -0.9714 -2.6604 -1.0456 0.188 -0.110 0.096
O -1.2920 -1.1662 -0.9267 -0.086 0.296 0.148
C 0.4332 -2.7020 -2.1695 -0.054 0.017 -0.082
C 1.1297 -4.0565 -2.2300 0.003 0.002 -0.054
C 1.5462 -4.6112 -0.8701 0.021 -0.018 0.023
H -4.7498 -3.7908 0.2687 -0.026 -0.021 -0.017
H -4.7440 -2.5284 -0.9594 0.023 0.029 0.007
H -3.4620 -2.5842 0.2432 0.011 -0.004 0.006
H -3.9566 -4.6154 -2.0161 -0.025 0.004 0.023
H -2.7990 -4.8889 -0.7369 0.020 -0.006 -0.024
H -2.6831 -2.4519 -2.6009 0.010 -0.018 -0.069
H -1.7752 -3.9540 -2.8717 0.034 -0.038 0.054
H 1.0890 -1.9204 -1.7775 0.074 -0.027 0.038
H 0.0788 -2.3783 -3.1508 0.001 0.068 0.025
H 2.0083 -3.9198 -2.8639 -0.007 0.013 0.001
H 0.4971 -4.7747 -2.7578 0.020 -0.031 0.018
H 1.9432 -3.8297 -0.2173 0.012 -0.003 -0.023
H 2.3213 -5.3666 -0.9874 -0.023 -0.042 0.003
H 0.7108 -5.0756 -0.3448 -0.014 0.023 0.021
C -2.3335 -3.8353 3.3573 -0.011 -0.007 0.012
C -2.3242 -2.4008 3.9079 -0.023 0.025 -0.155
C -3.7531 -1.9308 4.1917 -0.008 -0.023 -0.005
C -1.4578 -2.2937 5.1699 0.040 -0.029 0.017
C -1.6956 -1.5495 2.8760 0.048 0.179 0.099
N -1.0699 -0.9532 2.1234 -0.015 -0.093 0.023
H -2.7280 -4.5003 4.1251 -0.006 -0.012 0.000
H -1.3318 -4.1708 3.0906 0.023 -0.007 0.020
H -2.9694 -3.9094 2.4751 -0.016 -0.002 -0.006
H -4.1905 -2.5983 4.9340 -0.006 -0.001 0.020
H -4.3677 -1.9594 3.2924 0.018 -0.001 0.002
H -3.7622 -0.9176 4.5904 -0.006 0.023 0.004
H -1.8682 -2.9607 5.9276 -0.008 0.001 0.019
H -1.4653 -1.2775 5.5639 -0.002 0.019 -0.003
H -0.4246 -2.5858 4.9776 -0.003 -0.011 -0.012
```
Forces are in eV/Å.

Calculated values
net charge = +2
orbital gap (spin up / spin down) = 4.0 / 4.0 eV

***

C49H43BF2N2O5P2STa as an isolated structure, computed with the ωB97M-V functional and the def2-TZVPD basis.

```
106
Properties=species:S:1:pos:R:3:forces:R:3
Ta 0.9609 0.1848 -0.2714 0.307 0.258 -0.206
O 0.7012 0.9363 1.5745 -0.198 0.058 0.175
P -0.3440 1.0385 2.7313 0.135 -0.006 -0.137
C -1.2340 -0.5451 2.7326 -0.006 -0.070 0.240
P -1.7070 -1.3134 1.1643 0.237 -0.014 -0.217
O -0.5484 -1.0324 0.1308 0.009 -0.014 0.216
C -1.7744 -3.0687 1.4214 -0.095 0.022 0.084
C -1.7497 -3.6451 2.6916 0.046 0.000 0.034
C -1.8907 -5.0180 2.8290 0.000 0.025 -0.015
C -2.0613 -5.8119 1.7055 0.004 -0.003 0.017
C -2.1009 -5.2386 0.4393 -0.003 -0.021 -0.004
C -1.9689 -3.8709 0.2930 -0.013 -0.014 -0.058
C -3.2356 -0.6821 0.5432 0.003 -0.018 0.002
C -4.2616 -0.3357 1.4230 -0.023 -0.007 0.039
C -5.4924 0.0505 0.9208 0.007 0.005 -0.017
C -5.7008 0.0824 -0.4516 -0.011 0.004 0.002
C -4.6844 -0.2771 -1.3272 -0.003 0.001 -0.001
C -3.4511 -0.6653 -0.8355 0.020 0.011 -0.014
C -1.4312 2.4084 2.4915 -0.032 -0.005 0.059
C -2.6602 2.4503 3.1550 -0.021 -0.020 0.027
C -3.4746 3.5605 3.0182 0.004 0.014 -0.009
C -3.0631 4.6266 2.2274 0.002 -0.003 0.006
C -1.8371 4.5906 1.5765 -0.012 0.004 0.003
C -1.0152 3.4851 1.7093 0.054 0.007 -0.044
C 0.5171 1.1321 4.2762 -0.055 0.022 0.016
C 0.2746 2.1901 5.1521 -0.014 0.045 -0.003
C 0.9544 2.2479 6.3608 -0.006 0.005 -0.006
C 1.8688 1.2604 6.6898 0.022 -0.023 0.008
C 2.1180 0.2046 5.8156 -0.007 0.023 0.014
C 1.4434 0.1367 4.6131 -0.010 -0.036 -0.048
H -2.0961 -0.4611 3.3993 -0.021 -0.007 -0.041
H -0.5466 -1.2463 3.2177 -0.009 0.016 -0.016
H -1.6320 -3.0458 3.5852 -0.010 0.003 -0.006
H -1.8735 -5.4639 3.8137 -0.001 -0.003 0.006
H -2.1755 -6.8817 1.8157 0.000 -0.004 -0.002
H -2.2505 -5.8646 -0.4297 -0.003 0.006 -0.009
H -2.0320 -3.4311 -0.6957 -0.011 0.034 0.007
H -4.1255 -0.3745 2.4969 0.016 -0.012 0.001
H -6.2913 0.3206 1.5972 0.002 -0.002 0.011
H -6.6639 0.3851 -0.8399 -0.002 0.000 -0.005
H -4.8536 -0.2511 -2.3950 0.002 -0.002 -0.002
H -2.6597 -0.9322 -1.5234 -0.004 -0.017 0.018
H -2.9859 1.6359 3.7921 0.019 -0.014 -0.003
H -4.4261 3.5993 3.5303 -0.002 -0.005 0.004
H -3.7015 5.4934 2.1218 -0.006 -0.001 -0.001
H -1.5248 5.4233 0.9615 0.005 0.002 0.000
H -0.0641 3.4575 1.1914 0.007 -0.010 0.014
H -0.4372 2.9652 4.8978 -0.002 -0.013 -0.009
H 0.7654 3.0631 7.0455 -0.003 0.005 -0.002
H 2.3930 1.3061 7.6350 0.000 0.003 0.002
H 2.8329 -0.5615 6.0824 0.001 -0.005 -0.001
H 1.6407 -0.6897 3.9374 0.002 0.000 0.001
C -2.9875 -4.9300 -5.5491 -0.026 -0.025 0.009
C -2.2685 -3.7424 -4.9884 0.004 0.024 0.010
C -2.2019 -2.5503 -5.7129 0.020 -0.005 0.029
C -1.5043 -1.4584 -5.2320 0.003 0.002 -0.044
C -0.8773 -1.5588 -3.9921 -0.043 0.107 -0.095
C -0.9271 -2.7287 -3.2450 0.008 -0.047 0.093
C -1.6207 -3.8123 -3.7530 0.028 0.028 0.011
S -0.0321 -0.1553 -3.4113 -0.071 -0.132 -0.173
O 0.5557 0.5700 -4.4847 0.007 0.026 0.023
O -1.0526 0.6183 -2.6057 0.063 0.114 0.192
N 1.0260 -0.6097 -2.2767 0.116 0.079 0.089
C 2.1900 -1.2968 -2.7350 0.003 -0.001 0.014
C 2.4463 -1.8291 -3.9719 0.097 -0.025 0.015
C 3.6767 -2.4867 -4.2165 -0.028 0.022 0.018
C 4.6348 -2.6030 -3.2517 -0.002 0.002 -0.028
C 4.3995 -2.0524 -1.9692 -0.016 -0.004 0.016
C 5.3194 -2.0954 -0.9029 -0.035 0.020 -0.002
C 4.9972 -1.5278 0.3083 -0.054 0.013 -0.014
C 3.7547 -0.9153 0.4584 0.073 -0.024 0.102
N 2.8671 -0.8469 -0.5292 -0.159 -0.088 -0.046
C 3.1733 -1.4057 -1.7352 0.052 -0.066 -0.103
H -3.8814 -4.6293 -6.0931 0.005 0.002 -0.009
H -3.2738 -5.6320 -4.7682 0.007 -0.004 -0.001
H -2.3387 -5.4572 -6.2514 -0.008 -0.009 -0.009
H -2.6976 -2.4830 -6.6726 0.005 0.009 -0.009
H -1.4395 -0.5473 -5.8122 0.006 0.015 0.013
H -0.4105 -2.8001 -2.2954 0.002 0.020 -0.003
H -1.6493 -4.7384 -3.1923 0.001 -0.005 0.002
H 1.7385 -1.7538 -4.7846 -0.033 0.012 0.009
H 3.8484 -2.8990 -5.2011 0.012 0.000 -0.003
H 5.5723 -3.1029 -3.4538 0.003 -0.003 0.001
H 6.2800 -2.5748 -1.0457 -0.002 -0.015 -0.001
H 5.6830 -1.5474 1.1422 0.008 -0.001 -0.001
H 3.4747 -0.4607 1.4033 -0.007 0.018 -0.009
F -1.4631 1.5920 -0.4868 0.009 0.039 0.014
B -0.5070 1.5166 -1.4844 -0.438 -0.185 -0.355
F -0.1146 2.7144 -1.9781 0.174 0.089 0.059
C 2.7874 2.8657 -2.5705 -0.032 0.023 0.030
C 2.6560 2.8383 -1.0915 0.034 -0.023 0.002
O 2.1457 1.8050 -0.5559 -0.090 -0.222 0.103
C 3.0924 3.9145 -0.2439 -0.032 0.003 -0.094
C 2.9651 3.8077 1.1529 0.013 0.045 0.025
C 3.3635 4.8518 1.9576 0.000 -0.009 0.003
C 3.8877 6.0096 1.3831 0.004 0.011 0.031
C 4.0185 6.1284 0.0051 -0.010 -0.044 -0.035
C 3.6267 5.0840 -0.8099 -0.007 0.004 0.062
H 2.5062 1.9079 -3.0003 0.000 0.010 -0.005
H 3.8041 3.1298 -2.8608 0.011 -0.014 -0.004
H 2.1188 3.6332 -2.9683 0.009 -0.004 -0.018
H 2.5612 2.9040 1.5911 -0.005 -0.014 -0.021
H 3.2771 4.7762 3.0328 0.000 0.003 0.002
H 4.2007 6.8264 2.0203 0.001 0.001 0.000
H 4.4268 7.0309 -0.4271 0.003 0.002 -0.001
H 3.7285 5.1792 -1.8816 -0.002 0.005 -0.017
```
Forces are in eV/Å.

Calculated values
net charge = +3
orbital gap = 7.1 eV

***

no.,DFT total energy (eV)
1,-15038.0832
2,-106618.9013
3,-101791.2818